Molecular formula: C16H26N6O5S
Method: DFT, ωB97M-V with the def2-TZVPD basis set

Its spin multiplicity is 1. The highest occupied orbital energy comes out at -9.04 eV. For the total energy, the calculation gives -1728.23626 a.u. Its strongest force on any atom is 0.006 hartree/bohr. Its net charge is 0. The SMILES is CS[C@]1(C(=O)NCCOCCN(C)C(=O)Cn2cnc(C(N)=O)n2)C[C@H](O)C1. The relative energy (zero: lowest compared OMol25 entry of this formula, charge and spin) is 40.2 kcal/mol. As for the LUMO energy: 0.26 eV.

XYZ file:
```
54
C16H26N6O5S, DFT ωB97M-V with the def2-TZVPD basis set
C 0.14 -3.61 -0.36
S -1.48 -4.04 -1.03
C -2.51 -4.21 0.46
C -1.67 -4.68 1.65
O -1.50 -4.00 2.65
N -1.17 -5.94 1.53
C -0.30 -6.50 2.54
C 1.13 -6.00 2.43
O 1.63 -6.40 1.17
C 2.94 -5.91 0.93
C 3.37 -6.33 -0.45
N 3.46 -7.78 -0.60
C 2.30 -8.45 -1.18
C 4.58 -8.39 -0.16
O 5.49 -7.78 0.37
C 4.66 -9.91 -0.33
N 5.99 -10.41 -0.09
C 6.79 -10.27 0.98
N 7.92 -10.90 0.78
C 7.76 -11.41 -0.48
C 8.82 -12.21 -1.16
N 9.93 -12.36 -0.40
O 8.68 -12.68 -2.27
N 6.61 -11.13 -1.04
C -3.41 -3.02 0.85
C -4.54 -4.04 1.11
O -5.86 -3.71 0.78
C -3.78 -5.06 0.24
H 0.75 -3.31 -1.21
H 0.07 -2.77 0.33
H 0.61 -4.47 0.12
H -1.20 -6.36 0.62
H -0.69 -6.22 3.52
H -0.32 -7.58 2.45
H 1.15 -4.91 2.52
H 1.74 -6.42 3.24
H 2.96 -4.81 1.00
H 3.64 -6.31 1.68
H 2.66 -5.97 -1.19
H 4.35 -5.90 -0.67
H 2.40 -9.53 -1.13
H 1.40 -8.17 -0.62
H 2.17 -8.16 -2.22
H 3.94 -10.38 0.35
H 4.41 -10.22 -1.34
H 6.51 -9.71 1.86
H 9.98 -11.94 0.51
H 10.71 -12.88 -0.78
H -3.08 -2.39 1.67
H -3.63 -2.42 -0.03
H -4.55 -4.35 2.15
H -5.88 -3.36 -0.11
H -4.11 -4.98 -0.80
H -3.76 -6.10 0.54
```

Results of the Mulliken charge analysis, in e, for atoms 1 through 4: -0.213 -0.150 1.523 -0.626